1.
C56H90N5O3PbS | ωB97M-V/def2-TZVPD

HOMO-LUMO gap = 6.692 eV

ORCA input file:
```
! wB97M-V def2-TZVPD RIJCOSX def2/J DEFGRID3
* xyz -1 1
Pb 0.21787 0.22768 0.32518
C 7.55168 3.47296 -1.88543
C 7.38071 1.96445 -2.11750
C 8.18226 1.19281 -1.05525
C 7.97652 1.62701 -3.48672
C 5.90554 1.58279 -2.01188
C 5.21228 1.79605 -0.82908
C 3.89030 1.41420 -0.64229
C 3.40813 1.42365 0.79151
N 2.11579 2.02030 1.17749
C 1.88925 3.35542 0.62437
C 0.94367 3.36402 -0.58469
N -0.34922 2.69623 -0.41267
C -1.31560 3.40841 0.40934
C -1.02490 3.45709 1.91721
N -0.41390 2.27793 2.51454
C 0.79484 2.56734 3.27347
C 2.05799 1.97012 2.64076
C -1.40678 1.42514 3.20937
C -0.85383 0.36284 4.12388
C -1.00262 0.49997 5.49541
C -0.64506 -0.50115 6.38754
C -0.16903 -1.69062 5.83866
C 0.01109 -1.88804 4.47701
C -0.28673 -0.81633 3.57913
O -0.07239 -0.91932 2.29877
C 0.42768 -3.25908 3.93088
C 1.70899 -3.17491 3.08298
C 0.68949 -4.27094 5.05061
C -0.71868 -3.80189 3.05741
C -0.84215 -0.30273 7.88968
C -2.33612 -0.09202 8.18478
C -0.37114 -1.50566 8.71226
C -0.04930 0.92617 8.35958
C -0.90859 2.45576 -1.75239
C -2.28313 1.81976 -1.88037
C -2.97625 2.10206 -3.04718
C -4.15879 1.46236 -3.39086
C -4.68726 0.57456 -2.45606
C -4.07324 0.28471 -1.24660
C -2.79767 0.86876 -0.95375
O -2.13916 0.53955 0.12009
C -4.74603 -0.65096 -0.23496
C -4.98649 0.13709 1.06497
C -3.87113 -1.88587 0.04991
C -6.10399 -1.16244 -0.72364
C -4.80015 1.72234 -4.75507
C -3.77925 1.39846 -5.85828
C -5.21724 3.19644 -4.86018
C -6.03493 0.84899 -4.98762
C 3.15588 0.80685 -1.70154
O 1.89090 0.54978 -1.59045
C 3.89046 0.51954 -2.90471
C 5.21155 0.92201 -3.02229
C 3.24243 -0.29931 -4.03050
C 2.04995 0.47476 -4.61537
C 4.21336 -0.61334 -5.17195
C 2.77898 -1.65003 -3.45910
H 8.60777 3.75413 -1.93704
H 7.16691 3.76450 -0.90752
H 7.00558 4.03438 -2.64582
H 9.24572 1.44481 -1.11114
H 8.06939 0.11828 -1.20965
H 7.82770 1.42431 -0.05075
H 9.02424 1.93529 -3.51563
H 7.44671 2.14984 -4.28535
H 7.93510 0.55365 -3.68006
H 5.73092 2.25901 0.00610
H 4.19658 1.91581 1.38353
H 3.37007 0.37959 1.13121
H 2.83732 3.79499 0.28840
H 1.49937 4.00698 1.40379
H 1.46303 2.84494 -1.39094
H 0.79361 4.41442 -0.89211
H -2.27207 2.91442 0.26837
H -1.42391 4.44996 0.05637
H -1.98840 3.66640 2.40452
H -0.39886 4.32899 2.11652
H 0.72518 2.13775 4.27386
H 0.92418 3.64645 3.40858
H 2.11543 0.91558 2.92590
H 2.93247 2.48426 3.07760
H -1.99163 0.94170 2.42324
H -2.08287 2.05712 3.80908
H -1.43654 1.42362 5.87090
H 0.07524 -2.50005 6.51101
H 2.53922 -2.78166 3.67597
H 1.55173 -2.53474 2.22198
H 1.98118 -4.17199 2.72462
H 1.47173 -3.92020 5.72821
H 1.02674 -5.21172 4.61062
H -0.21591 -4.47062 5.62820
H -0.90128 -3.12159 2.22772
H -1.63527 -3.89646 3.64512
H -0.45381 -4.78394 2.65325
H -2.90636 -0.95801 7.84416
H -2.71837 0.78807 7.66659
H -2.50560 0.03711 9.25801
H -0.96706 -2.39283 8.49018
H -0.48065 -1.28510 9.77658
H 0.67945 -1.73083 8.51991
H -0.37183 1.82692 7.83597
H 1.01484 0.78229 8.16254
H -0.18439 1.08639 9.43326
H -0.18799 1.80836 -2.26880
H -0.93781 3.41085 -2.30249
H -2.54676 2.83292 -3.72737
H -5.62408 0.08294 -2.67950
H -4.03898 0.48420 1.46972
H -5.47448 -0.49431 1.81286
H -5.62435 1.00294 0.86881
H -2.89229 -1.58816 0.41208
H -3.74317 -2.47782 -0.86227
H -4.34457 -2.51881 0.80683
H -6.79136 -0.34338 -0.94863
H -6.55309 -1.76796 0.06635
H -5.99805 -1.79282 -1.61044
H -2.89883 2.03595 -5.77815
H -4.21796 1.54267 -6.84988
H -3.44939 0.36120 -5.76934
H -4.35308 3.85171 -4.74543
H -5.93470 3.44133 -4.07496
H -5.67916 3.40155 -5.83025
H -5.77074 -0.21016 -4.95686
H -6.46346 1.06569 -5.96866
H -6.80303 1.03970 -4.23622
H 5.73611 0.70265 -3.94155
H 2.39860 1.37784 -5.12339
H 1.37496 0.76374 -3.81297
H 1.50396 -0.14182 -5.33683
H 4.54259 0.29116 -5.68955
H 3.71114 -1.25256 -5.90191
H 5.09042 -1.15032 -4.80434
H 2.07615 -1.49738 -2.64842
H 3.63458 -2.20044 -3.05937
H 2.30250 -2.26096 -4.23324
C -1.09701 -5.46261 -3.03984
N -1.49668 -4.62357 -1.92047
C -1.48139 -5.34111 -0.65513
C -0.98318 -3.32515 -1.92033
S 0.03043 -2.79157 -0.70859
N -1.36935 -2.58551 -2.97738
C -0.75717 -1.30747 -3.28449
C -2.59493 -2.84315 -3.71133
H -0.10938 -5.90811 -2.86186
H -1.05278 -4.88511 -3.95997
H -1.82110 -6.26972 -3.16770
H -2.13753 -6.20888 -0.75167
H -1.85465 -4.69025 0.13125
H -0.47537 -5.67664 -0.38046
H 0.21447 -1.22749 -2.80507
H -1.39214 -0.48885 -2.94804
H -0.62631 -1.23034 -4.36691
H -3.14316 -3.66323 -3.25704
H -2.38555 -3.08709 -4.75827
H -3.21041 -1.93858 -3.68687
*
```

---

2.
C57H124N8O9 | ωB97M-V/def2-TZVPD

⟨S²⟩ = 0.7541
HOMO-LUMO gap (alpha / beta) = 7.779 / 3.468 eV

ORCA input file:
```
! wB97M-V def2-TZVPD RIJCOSX def2/J DEFGRID3
* xyz 1 2
C -2.50612 -6.24675 -4.15462
C -3.44885 -5.26286 -4.91051
C -2.55250 -4.22031 -5.57524
C -3.20505 -3.55675 -6.71880
C -3.71661 -4.56110 -7.80197
C -4.81720 -5.54325 -7.08632
N -4.22672 -6.05327 -5.82882
O -5.02716 -6.98798 -5.22914
C -6.21433 -4.84606 -6.89763
C -4.95399 -6.72496 -8.04182
C -4.35343 -4.45098 -3.79726
H -2.02390 -6.97669 -4.80480
H -3.11033 -6.78296 -3.42283
H -1.73611 -5.71053 -3.59995
H -2.14862 -3.55764 -4.80983
H -1.63786 -4.70066 -5.92279
H -2.43502 -2.84014 -7.00452
H -4.03565 -2.93514 -6.38445
H -2.82742 -5.10301 -8.12411
H -4.22915 -3.90024 -8.50103
H -6.08975 -4.14753 -6.07020
H -6.57948 -4.23313 -7.72169
H -7.04227 -5.46010 -6.54327
H -5.75354 -7.39325 -7.72212
H -5.23404 -6.30148 -9.00636
H -3.94389 -7.13297 -8.07817
H -5.17158 -5.07482 -3.43731
H -4.98593 -3.73140 -4.31711
H -3.79477 -4.00864 -2.97243
H -4.55997 -7.80605 -5.41379
C 1.64072 -5.85769 4.08907
C 1.05086 -5.15678 5.39781
C 1.62512 -3.73978 5.77415
C 1.27397 -2.73481 4.65273
C -0.22719 -2.50737 4.82353
C -0.97516 -3.88274 4.51509
N -0.46065 -5.00144 5.26023
O -1.07731 -6.24899 4.99725
C -2.34578 -3.63704 5.13640
C -1.09231 -4.03245 2.94171
C 1.43569 -6.12887 6.52280
H 2.70081 -5.70441 3.88706
H 1.08846 -5.52182 3.21140
H 1.65835 -6.94589 4.02900
H 1.33228 -3.21150 6.68149
H 2.71296 -3.75878 5.83992
H 1.59437 -3.28468 3.76781
H 1.77525 -1.79288 4.87541
H -0.43387 -1.78050 4.03801
H -0.42343 -2.24035 5.86194
H -3.13085 -4.21450 4.64824
H -2.45024 -4.02566 6.14940
H -2.73357 -2.62029 5.07374
H -0.90539 -3.02950 2.55799
H -0.23629 -4.49484 2.45025
H -2.10468 -4.30326 2.64194
H 2.51694 -6.14576 6.65962
H 1.00813 -7.12765 6.43489
H 0.79695 -5.79472 7.34040
H -0.85966 -6.43489 4.08091
C -0.59308 6.93899 -5.84218
C -1.73437 6.21188 -5.21265
C -1.90446 4.90572 -5.92389
C -0.87591 3.80770 -5.61327
C -0.98357 3.63895 -4.08699
C -0.81366 4.86475 -3.22163
N -1.66726 5.89489 -3.69947
O -1.44736 7.05420 -2.93016
C -1.15566 4.40440 -1.86824
C 0.71025 5.40277 -3.28858
C -3.08644 7.02590 -5.47671
H 0.27867 6.28477 -5.85463
H -0.33569 7.82129 -5.25618
H -0.76756 7.30717 -6.85316
H -2.89431 4.47199 -5.78190
H -2.07925 5.03425 -6.99208
H 0.19311 3.83892 -5.82378
H -1.22809 2.95385 -6.19207
H -0.34588 2.79760 -3.81572
H -1.98077 3.19885 -4.08428
H -2.22024 4.17213 -1.89706
H -0.59582 3.57987 -1.42683
H -1.15778 5.18702 -1.10955
H 1.21974 5.23280 -2.34009
H 1.30522 5.02307 -4.11921
H 0.82891 6.47812 -3.42140
H -3.13257 7.86457 -4.78201
H -3.93496 6.36411 -5.30309
H -3.08389 7.54598 -6.43464
H -0.51843 7.20436 -3.12025
C 0.16962 3.77457 3.63590
C -0.36877 3.73507 5.15870
C -1.86222 3.23830 5.02346
C -2.47102 2.52292 6.24800
C -1.44114 1.45604 6.82922
C 0.07380 1.90330 6.99640
N 0.42210 2.74356 5.85236
O 1.71536 3.28267 5.90375
C 0.31787 2.70075 8.29294
C 1.03029 0.67251 6.81148
C -0.59038 5.11176 5.85973
H 1.21376 4.08713 3.62279
H -0.41017 4.46853 3.02733
H 0.27104 2.82696 3.10689
H -2.48357 4.00808 4.56580
H -1.74853 2.50623 4.22392
H -3.40297 1.98243 6.08237
H -2.84952 3.24984 6.96664
H -1.50700 0.58521 6.17698
H -1.91529 1.04642 7.72112
H -0.43553 3.47617 8.43153
H 0.25401 2.14052 9.22577
H 1.20702 3.33116 8.28237
H 2.03789 1.06298 6.95420
H 0.86881 -0.06636 7.59640
H 0.76652 0.26091 5.83726
H 0.31389 5.62228 6.19105
H -1.26236 5.11418 6.71795
H -0.94340 5.94814 5.25644
H 2.06319 2.86476 5.11257
C 5.37934 2.35895 -0.09481
C 6.47291 3.32131 0.21770
C 6.56510 4.44049 -0.89328
C 5.50674 5.55890 -0.47788
C 5.72741 6.03773 0.93210
C 5.58889 4.94587 1.99575
N 6.57015 3.89877 1.58971
O 6.76134 2.97398 2.68191
C 6.21532 5.57025 3.31192
C 4.14221 4.46142 2.35677
C 7.90070 2.62638 0.06154
H 5.77680 1.45682 -0.55988
H 4.55997 2.82264 -0.64412
H 4.97808 2.01498 0.85848
H 7.54910 4.89200 -1.01968
H 6.36637 4.11381 -1.91401
H 4.44796 5.31777 -0.57248
H 5.63115 6.45743 -1.08224
H 4.82770 6.59769 1.18717
H 6.56345 6.73329 1.00519
H 5.99731 5.10747 4.27442
H 7.26540 5.86245 3.31907
H 5.61142 6.47456 3.38696
H 3.75090 3.84066 1.55077
H 4.07698 3.69488 3.12895
H 3.56886 5.28809 2.77627
H 8.69271 3.37465 0.03142
H 7.90983 1.89896 -0.75017
H 8.15459 1.91637 0.84864
H 7.67762 3.20721 2.84820
C -2.13468 -0.09264 -2.42342
C -1.61643 -0.68680 -1.11365
C -0.56426 -1.76493 -1.60657
C 0.51605 -2.10515 -0.64962
C 1.28113 -0.77601 -0.45898
C 0.36018 0.27739 0.30866
N -0.94852 0.44599 -0.36994
O -1.79690 1.31309 0.20832
C 0.35662 -0.13924 1.79896
C 1.20230 1.54539 0.13692
C -2.72801 -1.43496 -0.26199
H -1.33660 0.52690 -2.83248
H -2.98231 0.57945 -2.28950
H -2.52904 -0.83383 -3.11856
H -0.94221 -2.72306 -1.96327
H -0.05156 -1.49802 -2.53070
H 1.18219 -2.83397 -1.11134
H 0.07353 -2.63153 0.19608
H 1.74925 -0.35809 -1.35021
H 2.17996 -1.03464 0.10077
H -0.24238 -1.03629 1.95573
H 1.38798 -0.00686 2.12589
H -0.29122 0.58682 2.29013
H 0.82998 2.44907 0.61947
H 2.24094 1.47574 0.46015
H 1.46288 1.86144 -0.87318
H -3.39184 -0.69016 0.17699
H -2.39906 -2.03841 0.58403
H -3.31580 -2.13515 -0.85557
H -1.92334 1.81135 -0.60245
C 4.34400 -2.78536 -2.20953
C 4.09027 -2.05003 -3.53536
O 2.68520 -1.93029 -3.59039
O 3.83680 -4.17040 -2.20572
H 3.85546 -2.33189 -1.34709
H 5.35622 -2.68750 -1.81718
H 4.41424 -2.59779 -4.42029
H 4.52383 -1.05021 -3.55750
H 2.33754 -2.82466 -3.61943
H 3.17747 -4.32269 -2.88667
C -5.55877 -5.80561 -0.22149
O -6.45847 -5.02790 -0.17874
N -4.28053 -5.59369 0.04823
N -5.87561 -7.07330 -0.39181
H -4.21381 -4.64220 0.38039
H -3.53127 -6.20461 -0.24416
H -6.80830 -7.04073 -0.77796
H -5.18423 -7.73644 -0.71172
*
```